This record from the Open Molecules 2025 dataset describes 7 unconnected molecules or ions with the total composition C18H53N12O9P2. The level of theory is ωB97M-V/def2-TZVPD.

```
94
Properties=species:S:1:pos:R:3:lowdin_charge:R:1
C -5.877 -1.909 -3.230 -0.10
C -4.370 -1.852 -3.518 -0.25
C -3.877 -0.423 -3.775 -0.22
C -2.351 -0.273 -3.699 -0.21
C -1.885 0.761 -2.668 -0.20
C -0.419 0.576 -2.235 -0.20
C -0.264 0.212 -0.754 -0.23
C 1.089 0.646 -0.162 -0.28
P 2.420 -0.559 -0.271 1.03
C 1.891 -2.271 -0.218 -0.30
C 2.911 -3.207 -0.916 -0.29
C 3.070 -4.535 -0.188 -0.10
C 3.657 -0.164 0.983 -0.33
P 3.502 -0.872 2.642 0.37
O 4.181 -0.028 3.623 -0.24
O 1.937 -1.070 2.863 -0.11
O 3.994 -2.373 2.505 -0.10
H -6.367 -2.668 -3.842 0.07
H -6.069 -2.133 -2.182 0.04
H -6.353 -0.958 -3.475 0.04
H -3.786 -2.301 -2.710 0.09
H -4.158 -2.437 -4.419 0.11
H -4.228 -0.123 -4.765 0.11
H -4.372 0.258 -3.074 0.10
H -1.905 -1.236 -3.426 0.10
H -1.946 0.006 -4.675 0.11
H -2.015 1.769 -3.069 0.12
H -2.537 0.680 -1.792 0.11
H 0.157 1.485 -2.429 0.11
H 0.030 -0.210 -2.854 0.11
H -1.044 0.709 -0.175 0.12
H -0.443 -0.856 -0.614 0.09
H 1.484 1.505 -0.708 0.06
H 1.005 0.931 0.890 0.10
H 3.083 -0.400 -1.486 0.07
H 0.923 -2.335 -0.716 0.09
H 1.747 -2.585 0.817 0.09
H 2.582 -3.372 -1.943 0.11
H 3.889 -2.717 -1.000 0.09
H 3.770 -5.180 -0.720 0.08
H 3.452 -4.389 0.822 0.06
H 2.119 -5.065 -0.119 0.09
H 4.632 -0.483 0.597 0.07
H 3.675 0.924 1.084 0.08
H 1.677 -0.578 3.661 0.11
H 4.922 -2.441 2.222 0.11
C -5.393 -3.147 0.823 -0.69
O -4.733 -2.929 -0.174 0.03
N -4.822 -3.343 2.059 0.14
N -6.757 -3.207 0.797 0.16
H -5.346 -3.547 2.889 0.09
H -3.821 -3.322 2.110 0.10
H -7.202 -3.079 -0.094 0.11
H -7.328 -3.381 1.602 0.10
C -8.545 1.389 -2.713 -0.68
O -8.040 0.636 -3.527 0.02
N -7.795 2.127 -1.835 0.15
N -9.897 1.556 -2.610 0.15
H -8.189 2.755 -1.161 0.09
H -6.799 2.034 -1.897 0.09
H -10.471 1.032 -3.243 0.10
H -10.331 2.171 -1.949 0.09
C 7.802 0.683 1.939 -0.68
O 9.002 0.603 1.735 0.02
N 6.930 1.113 0.960 0.15
N 7.221 0.366 3.124 0.18
H 5.953 1.220 1.141 0.05
H 7.308 1.367 0.067 0.10
H 7.832 0.076 3.866 0.12
H 6.237 0.459 3.320 0.05
C 8.846 3.983 4.232 -0.69
O 7.925 3.315 4.675 0.01
N 9.639 3.548 3.210 0.16
N 9.149 5.221 4.731 0.15
H 10.398 4.083 2.833 0.09
H 9.448 2.637 2.830 0.07
H 8.590 5.559 5.490 0.10
H 9.908 5.782 4.393 0.09
C -7.031 0.178 3.703 -0.69
O -7.400 1.322 3.880 0.03
N -6.417 -0.224 2.548 0.16
N -7.204 -0.799 4.651 0.15
H -6.097 -1.158 2.368 0.05
H -6.285 0.477 1.844 0.10
H -7.656 -0.530 5.505 0.10
H -6.904 -1.746 4.535 0.08
C 4.011 2.966 -2.229 -0.65
O 3.181 2.203 -1.724 -0.04
N 4.719 2.624 -3.335 0.17
N 4.261 4.192 -1.710 0.17
H 5.386 3.233 -3.771 0.11
H 4.528 1.734 -3.758 0.11
H 3.739 4.473 -0.900 0.11
H 4.921 4.834 -2.107 0.11
```

- HOMO (Ha) = -0.413
- charge = +1
- maximum force (Eh/bohr) = 0.0099
- multiplicity = 1
- HOMO-LUMO gap (eV) = 8.9257



This record from the Open Molecules 2025 dataset describes a single C5H9NO molecule. The level of theory is ωB97M-V/def2-TZVPD.

```
16
Properties=species:S:1:pos:R:3:nbo_charge:R:1
C -1.093 1.374 -0.186 -0.62
C 0.106 0.762 0.507 -0.23
C 0.075 -0.885 0.517 -0.05
N -1.057 -1.463 -0.144 -0.85
C 1.327 -0.829 -0.357 0.05
O 2.323 -0.140 0.340 -0.48
C 1.366 0.640 -0.343 0.05
H -1.326 0.818 -1.089 0.23
H -0.890 2.411 -0.448 0.21
H -1.965 1.350 0.466 0.21
H 0.292 1.244 1.468 0.20
H 0.270 -1.291 1.521 0.17
H -1.895 -1.394 0.420 0.37
H -0.880 -2.412 -0.451 0.37
H 1.610 -1.519 -1.135 0.19
H 1.736 1.333 -1.083 0.19
```

- HOMO (Ha) = -0.338
- charge = 0
- ΔE to the lowest compared entry with this formula, charge and spin (kJ/mol) = 277.8
- maximum force (Eh/bohr) = 0.0296
- SMILES = C[C@H]1[C@@H](N)[C@@H]2O[C@H]12
- multiplicity = 1
- HOMO-LUMO gap (eV) = 10.2666



This record from the Open Molecules 2025 dataset describes a molecular structure, C36H57HgN3O3SSi2. The level of theory is ωB97M-V/def2-TZVPD.

```
103
Properties=species:S:1:pos:R:3:lowdin_charge:R:1
Hg 0.082 0.356 -0.986 0.71
C 0.327 -2.943 1.039 -0.21
C 0.245 -1.764 2.034 -0.21
N -0.517 -0.638 1.557 -0.10
C -1.960 -0.688 1.659 -0.23
C -2.650 -1.744 0.786 -0.21
N -2.248 -1.776 -0.604 -0.06
C -1.789 -3.026 -1.169 -0.22
C -0.259 -3.144 -1.367 -0.23
N 0.512 -2.510 -0.324 -0.12
H -0.590 -3.529 1.082 0.09
H 1.118 -3.621 1.393 0.11
H 1.261 -1.402 2.223 0.10
H -0.130 -2.159 2.996 0.11
H -0.169 0.236 1.930 0.04
H -2.319 0.312 1.392 0.07
H -2.300 -0.879 2.696 0.10
H -3.732 -1.583 0.888 0.11
H -2.466 -2.731 1.218 0.09
H -2.863 -1.260 -1.212 0.07
H -2.242 -3.167 -2.154 0.10
H -2.137 -3.868 -0.554 0.10
H 0.014 -2.664 -2.310 0.10
H -0.039 -4.222 -1.481 0.10
H 1.465 -2.320 -0.586 0.09
C 3.111 1.680 3.219 -0.03
C 2.950 1.840 1.711 -0.65
C 3.748 3.046 1.219 -0.03
C 3.442 0.583 0.997 -0.05
O 1.581 1.969 1.349 -0.23
Si 0.320 2.879 1.947 -0.23
S -1.236 2.945 0.651 0.28
O 0.062 2.061 3.382 -0.18
C -0.720 2.360 4.530 -0.65
C -1.422 1.062 4.922 -0.03
C -1.753 3.451 4.274 -0.04
C 0.248 2.800 5.628 -0.03
O 0.969 4.345 2.429 -0.17
C 0.949 5.639 1.823 -0.66
C 1.432 5.560 0.373 -0.04
C 1.914 6.488 2.648 -0.04
C -0.449 6.250 1.879 -0.05
H 4.166 1.541 3.469 0.08
H 2.546 0.817 3.574 0.08
H 2.738 2.562 3.739 0.07
H 4.818 2.849 1.319 0.08
H 3.496 3.939 1.788 0.06
H 3.525 3.224 0.166 0.09
H 4.476 0.360 1.270 0.08
H 3.374 0.713 -0.084 0.07
H 2.806 -0.266 1.260 0.06
H -2.143 0.781 4.154 0.07
H -1.948 1.179 5.872 0.08
H -0.690 0.257 5.021 0.08
H -2.328 3.230 3.374 0.06
H -1.265 4.415 4.142 0.07
H -2.435 3.522 5.125 0.08
H 0.953 1.998 5.852 0.08
H -0.289 3.063 6.544 0.08
H 0.809 3.671 5.286 0.08
H 2.480 5.258 0.335 0.06
H 1.335 6.534 -0.113 0.08
H 0.830 4.839 -0.180 0.05
H 2.894 6.012 2.685 0.07
H 1.545 6.598 3.670 0.08
H 2.025 7.481 2.207 0.08
H -1.163 5.613 1.359 0.04
H -0.438 7.236 1.407 0.08
H -0.769 6.377 2.915 0.07
C -6.309 1.292 -2.095 -0.11
C -5.813 1.306 -3.393 -0.10
C -4.445 1.237 -3.614 -0.12
C -3.533 1.161 -2.554 -0.28
C -4.058 1.164 -1.260 -0.12
C -5.428 1.222 -1.028 -0.09
Si -1.651 1.002 -2.824 0.56
C -1.032 2.564 -3.717 -0.29
C -1.516 2.938 -4.973 -0.11
C -1.056 4.076 -5.621 -0.11
C -0.090 4.873 -5.019 -0.11
C 0.406 4.520 -3.773 -0.09
C -0.061 3.379 -3.134 -0.12
C -1.496 -0.392 -4.114 -0.31
C -0.271 -0.567 -4.773 -0.12
C -0.045 -1.638 -5.623 -0.11
C -1.043 -2.581 -5.839 -0.12
C -2.262 -2.436 -5.194 -0.11
C -2.481 -1.357 -4.346 -0.13
H -7.377 1.340 -1.919 0.09
H -6.494 1.364 -4.234 0.09
H -4.086 1.217 -4.637 0.09
H -3.370 1.160 -0.420 0.05
H -5.801 1.226 -0.011 0.10
H -2.261 2.327 -5.470 0.09
H -1.450 4.340 -6.596 0.09
H 0.269 5.765 -5.518 0.09
H 1.151 5.140 -3.288 0.09
H 0.310 3.134 -2.143 0.04
H 0.525 0.152 -4.607 0.10
H 0.914 -1.740 -6.118 0.09
H -0.869 -3.420 -6.502 0.09
H -3.049 -3.165 -5.351 0.09
H -3.443 -1.270 -3.853 0.09
```

- HOMO (alpha / beta) (Ha) = -0.090 / -0.162
- charge = -1
- maximum force (Eh/bohr) = 0.0080
- multiplicity = 2
- HOMO-LUMO gap (alpha / beta) (eV) = 5.1410 / 7.0243



This record from the Open Molecules 2025 dataset describes a molecular structure, C4H9MnNO3S. The level of theory is ωB97M-V/def2-TZVPD.

```
19
Properties=species:S:1:pos:R:3:nbo_charge:R:1
N 1.820 0.964 0.501 -0.94
C 0.720 0.471 -0.422 -0.36
C -0.628 1.165 -0.167 -0.41
C -1.711 0.085 -0.322 -0.46
C -1.516 -0.940 0.778 -0.08
O -0.399 -1.883 0.486 -0.64
S 0.732 -1.338 -0.361 2.37
O 0.688 -1.767 -1.715 -0.86
O 2.048 -1.613 0.252 -1.02
H 1.516 0.851 1.466 0.44
H 1.909 1.972 0.371 0.43
H 1.038 0.685 -1.451 0.25
H -0.629 1.438 0.885 0.22
H -0.784 2.029 -0.799 0.27
H -1.661 -0.400 -1.296 0.25
H -2.699 0.528 -0.263 0.29
H -1.323 -0.465 1.734 0.21
H -2.412 -1.531 0.910 0.27
Mn 3.292 -0.252 -0.584 1.77
```

- HOMO (alpha / beta) (Ha) = -0.718 / -0.721
- charge = +2
- maximum force (Eh/bohr) = 0.0341
- multiplicity = 6
- HOMO-LUMO gap (alpha / beta) (eV) = 8.9605 / 8.8406



Question: What is the formula in the second record?
Answer: C5H9NO



Question: The highest charge belongs to which entry?
Answer: C4H9MnNO3S



Copy entry 2 word for word.
This record from the Open Molecules 2025 dataset describes a single C5H9NO molecule. The level of theory is ωB97M-V/def2-TZVPD.

```
16
Properties=species:S:1:pos:R:3:nbo_charge:R:1
C -1.093 1.374 -0.186 -0.62
C 0.106 0.762 0.507 -0.23
C 0.075 -0.885 0.517 -0.05
N -1.057 -1.463 -0.144 -0.85
C 1.327 -0.829 -0.357 0.05
O 2.323 -0.140 0.340 -0.48
C 1.366 0.640 -0.343 0.05
H -1.326 0.818 -1.089 0.23
H -0.890 2.411 -0.448 0.21
H -1.965 1.350 0.466 0.21
H 0.292 1.244 1.468 0.20
H 0.270 -1.291 1.521 0.17
H -1.895 -1.394 0.420 0.37
H -0.880 -2.412 -0.451 0.37
H 1.610 -1.519 -1.135 0.19
H 1.736 1.333 -1.083 0.19
```

- HOMO (Ha) = -0.338
- charge = 0
- ΔE to the lowest compared entry with this formula, charge and spin (kJ/mol) = 277.8
- maximum force (Eh/bohr) = 0.0296
- SMILES = C[C@H]1[C@@H](N)[C@@H]2O[C@H]12
- multiplicity = 1
- HOMO-LUMO gap (eV) = 10.2666